Entry 1:
49
Properties=species:S:1:pos:R:3:mulliken_charge:R:1 method="wB97M-V/def2-TZVPD" fmax_ev_per_a=2.24 orbital_gap_ha=0.3533 charge=+1
N 0.25415 -1.47296 -0.44582 0.48
C -1.18287 -1.22030 -0.89891 -0.51
C -1.85037 -0.24496 0.07928 -0.88
N -0.93954 0.85598 0.41729 -0.13
C 0.29126 2.00549 2.11200 -1.25
C -1.04917 1.35057 1.80468 0.55
C -2.25868 2.28207 1.96828 -1.45
H 0.91792 -1.40082 -1.20134 0.34
H 0.46005 -0.72694 0.23422 -0.13
H 0.30656 -2.33185 0.10382 0.24
H -1.71301 -2.17057 -0.82359 0.01
H -1.04661 -0.96494 -1.93500 0.62
H -2.01243 -0.81062 1.00130 0.44
H -2.78553 0.06349 -0.38387 0.29
H -1.08521 1.53466 -0.32243 0.23
H 0.55627 2.33800 3.10534 0.45
H 0.37149 2.89310 1.47764 0.28
H 1.03327 1.26273 1.80300 0.14
H -1.27849 0.48213 2.43447 0.24
H -2.06862 3.33664 1.70794 0.32
H -3.23951 2.04641 1.55467 0.38
H -2.49641 2.22725 3.05260 0.37
H 0.82909 2.39808 -3.10873 0.37
H 1.51005 1.23199 -3.75950 0.29
O 1.68161 1.92312 -3.11174 -0.67
H -1.27510 3.78014 -3.30578 0.31
H -1.63814 2.53618 -4.07311 0.30
O -0.89588 2.94343 -3.60836 -0.65
H 1.85492 -3.45576 2.50298 0.31
H 2.42086 -2.33733 1.66417 0.38
O 1.68612 -2.99092 1.67322 -0.59
H -0.38600 -2.31358 2.29816 0.29
H -1.30446 -3.58038 2.32973 0.28
O -1.25944 -2.65441 2.07757 -0.58
H 2.82028 0.00935 -1.76335 0.22
H 1.86528 1.15123 -1.44442 0.30
O 2.18771 0.28800 -1.08723 -0.53
H 4.47806 2.39826 1.31635 0.31
H 3.37640 2.01116 0.48459 0.26
O 3.55576 2.11593 1.42875 -0.59
H 3.57107 -0.22644 1.82575 0.38
H 2.81728 -0.34499 0.46889 0.28
O 3.30547 -0.85019 1.14344 -0.71
H -3.64837 -0.39152 -2.26800 0.33
H -2.99073 -1.28292 -3.49885 0.31
O -2.96555 -0.52632 -2.91355 -0.62
H 0.27824 -4.58561 -0.22302 0.29
H -0.96489 -4.50214 -0.93048 0.33
O -0.09416 -4.07888 -0.96306 -0.64

Entry 2:
51
Properties=species:S:1:pos:R:3:mulliken_charge:R:1 method="wB97M-V/def2-TZVPD" fmax_ev_per_a=4.20 orbital_gap_ha=0.3596 charge=-1
C 0.47735 -2.20406 0.94021 0.30
O 1.23476 -3.13260 0.20058 -0.67
C -0.22602 -1.12739 0.10475 0.83
C -1.23144 -0.23685 0.84506 -0.30
C -2.66204 -0.62865 0.82095 -0.44
C -3.64644 0.55761 0.70552 -0.36
O -3.82298 1.27117 1.95122 -0.56
H -0.27886 -2.83086 1.47097 0.50
H 1.12494 -1.79107 1.71264 -0.95
H 0.35497 -0.40846 -0.49145 -0.07
H -0.75181 -1.79931 -0.64606 0.05
H -1.08857 0.81178 0.44303 -0.02
H -0.68161 -0.04670 1.84065 0.49
H -2.71877 -1.17011 -0.11590 0.30
H -2.94615 -1.20916 1.69650 0.27
H -3.22387 1.29412 0.04566 0.08
H -4.54570 0.42071 0.14600 0.43
H -3.00866 1.60156 2.28414 0.33
H -0.76882 2.05427 -1.69832 0.50
H -1.27914 0.57432 -1.47838 0.07
O -1.52099 1.42921 -1.81662 -0.72
H 2.10849 -2.71523 -0.04815 0.35
H 3.64912 -0.79972 -1.05462 0.20
O 2.78475 -0.35802 -0.90844 -0.74
H 3.24389 1.52832 0.86617 0.21
H 3.81851 1.46980 -0.46660 0.40
O 4.04345 1.88192 0.38602 -0.73
H 2.09447 -1.00584 2.93869 0.36
H 1.11371 -2.05309 3.73020 0.32
O 1.85050 -1.40295 3.81878 -0.69
H -0.11356 4.11041 -0.76327 0.31
H 1.11796 3.06585 -0.57759 0.24
O 0.13262 3.14217 -0.74091 -0.54
H -2.15934 2.72605 -0.32021 0.17
H -1.82719 3.53610 0.77673 0.37
O -2.28116 3.64688 -0.07321 -0.76
H 1.08965 1.01363 1.37458 0.22
H 1.59271 2.35627 1.96141 0.32
O 0.84291 1.78103 1.95483 -0.62
H 0.40983 -3.33671 -1.94894 0.32
H 0.62646 -2.13539 -2.74924 0.43
O 0.10864 -2.93591 -2.75561 -0.72
H 3.64492 -0.37395 1.81558 0.18
H 2.81582 -0.18202 0.30166 0.38
O 2.76559 -0.15952 1.55225 -0.85
H 2.00991 -0.57315 -2.08479 0.39
H 1.15934 0.29088 -2.91639 0.28
O 1.50934 -0.57141 -2.98876 -0.83
H -1.77796 -2.49792 -2.84543 0.36
H -2.33883 -1.06180 -3.06996 0.29
O -2.50638 -1.99292 -3.19179 -0.68

Entry 3:
61
Properties=species:S:1:pos:R:3:mulliken_charge:R:1 method="wB97M-V/def2-TZVPD" fmax_ev_per_a=18.18 orbital_gap_ha=0.2214 charge=0
O 0.14069 2.29534 0.61615 -0.69
H -0.41074 2.62125 -0.09514 0.46
H 0.45817 3.08472 1.05468 0.64
O -0.06419 -1.01284 2.32361 -0.62
H -0.27486 -0.51993 3.11663 0.54
H -0.65303 -0.65854 1.65729 -1.75
O -1.66200 -0.58284 1.34396 -1.01
H -2.31763 0.03068 1.67557 0.78
H -2.17078 -1.32705 1.02220 0.55
O -0.75051 1.13585 -2.11142 -0.91
H -1.39170 1.53216 -1.52147 0.27
H -0.13591 0.68670 -1.53111 -0.63
O -0.53454 -2.11732 0.70269 -0.54
H -0.07073 -2.76410 0.17091 0.94
H 0.05336 -1.94535 1.43824 0.80
O 0.53442 1.42403 2.89198 -0.73
H 0.72182 0.72297 3.51618 0.49
H 0.99916 1.16690 2.09565 -0.97
O -0.11086 0.26796 -0.04101 -1.14
H -0.92460 -0.23492 -0.00676 -0.36
H 0.00731 0.59429 0.85106 1.03
C 2.15852 0.28595 1.55412 0.77
O 2.78429 0.25178 2.60068 -0.81
N 2.11334 -0.72263 0.67177 0.26
N 1.78046 1.34864 0.93131 0.56
H 2.55677 -1.53705 1.07201 0.35
H 1.61584 -0.79311 -0.20437 -0.48
H 1.77833 2.24391 1.39884 0.49
H 1.26863 1.31487 0.06126 -1.85
C 1.48805 -2.31853 -0.73290 -0.47
O 1.79286 -2.78843 0.27460 -0.64
N 0.64095 -1.34399 -0.83962 -0.57
N 1.91131 -2.58033 -1.92498 -0.12
H -0.00209 -1.24903 -0.06658 -0.10
H 0.34583 -0.84879 -1.66895 1.17
H 1.61411 -2.04823 -2.73037 0.19
H 2.57478 -3.33499 -2.02696 0.31
C 2.46199 0.65348 -1.62248 0.54
O 3.36763 -0.06040 -1.78346 -0.66
N 2.58013 1.89648 -1.21741 -0.22
N 1.16744 0.29554 -1.54801 0.18
H 3.48610 2.31674 -1.06671 0.24
H 1.78167 2.51473 -1.23533 0.24
H 1.05398 -0.70730 -1.50863 0.47
H 0.60876 0.88783 -0.95037 1.58
C -1.92631 1.96418 -0.24187 -0.60
O -1.40006 2.62966 -1.12662 -0.68
N -1.52367 1.77621 0.96885 -0.34
N -3.11621 1.40777 -0.30005 0.29
H -0.62110 2.09846 1.28762 0.37
H -2.08228 1.25712 1.63111 0.29
H -3.55823 1.10767 0.55707 0.40
H -3.59687 1.54161 -1.17821 0.36
C -2.34389 -0.92760 -1.05071 0.41
O -2.94349 0.09213 -1.05328 -0.38
N -2.75323 -2.00219 -0.44548 -0.52
N -1.16057 -1.27202 -1.61636 0.44
H -3.56835 -1.92045 0.14528 0.23
H -2.09350 -2.73742 -0.23504 0.32
H -0.83798 -2.21610 -1.45904 0.50
H -0.84695 -0.87584 -2.49087 0.35

Entry 4:
52
Properties=species:S:1:pos:R:3:mulliken_charge:R:1 method="wB97M-V/def2-TZVPD" smiles=NCNCCCCO.O.O.O.O.O.O.O.O.O.O fmax_ev_per_a=3.56 orbital_gap_ha=0.3258 charge=0
N -2.24467 -2.70356 -0.72605 -0.57
C -0.86962 -2.88361 -0.46068 -0.72
N -0.23486 -2.19530 0.71020 0.17
C 0.00899 -0.72776 0.50376 -0.28
C 0.59785 -0.16958 1.84510 -1.03
C 1.95607 0.44851 1.73427 -0.60
C 2.08896 1.69693 0.87812 -0.55
O 1.25892 2.75781 1.42203 -0.59
H -2.93657 -2.69683 -0.00483 0.30
H -2.35165 -1.80816 -1.20126 0.25
H -0.39214 -2.64723 -1.43473 0.18
H -0.54612 -3.91915 -0.24353 0.41
H 0.67709 -2.51788 1.05958 0.13
H -0.92181 -0.28599 0.17581 0.52
H 0.74561 -0.63207 -0.29969 0.08
H -0.09788 0.55965 2.26650 0.48
H 0.58648 -1.02216 2.53205 0.76
H 2.73431 -0.23189 1.38823 0.15
H 2.19054 0.93657 2.76881 0.13
H 3.05910 2.15185 0.68769 0.47
H 1.78867 1.40709 -0.16114 0.18
H 0.37726 2.33745 1.47655 0.34
O 2.04649 -1.34490 -3.10254 -0.71
H 2.73651 -1.90553 -3.46360 0.31
H 1.74283 -1.76132 -2.28327 0.33
O -3.38514 -0.04294 0.57424 -0.70
H -3.06485 0.81670 0.90254 0.36
H -3.31306 -0.75732 1.30670 0.43
O 3.47454 0.65643 -1.56732 -0.60
H 2.76446 0.08340 -1.88523 0.38
H 4.03574 0.92864 -2.29403 0.25
O -0.79035 4.25419 -1.90181 -0.64
H -0.73831 3.75439 -1.07527 0.36
H -0.45373 5.12234 -1.62497 0.29
O -3.14409 3.88422 -0.63400 -0.72
H -3.49305 3.09059 -1.08697 0.35
H -2.65397 4.35947 -1.31489 0.36
O -1.56285 1.78099 -4.21645 -0.62
H -1.67103 0.90291 -3.80348 0.31
H -1.36565 2.29474 -3.42307 0.29
O -2.25972 2.28071 1.37635 -0.68
H -2.16041 2.94992 0.64360 0.31
H -2.44642 2.84300 2.14108 0.29
O 2.34159 -2.13790 -0.67275 -0.51
H 2.97939 -1.70226 -0.08881 0.26
H 2.49217 -3.06958 -0.44583 0.22
O 2.27837 -3.31874 1.67862 -0.61
H 2.57044 -2.47734 2.04018 0.31
H 2.06500 -3.92433 2.39238 0.27
O -2.60430 -1.78803 2.38589 -0.83
H -1.89163 -1.12180 2.43244 0.35
H -2.00352 -2.50530 2.09345 0.38

Entry 5:
52
Properties=species:S:1:pos:R:3:mulliken_spin:R:1 method="wB97M-V/def2-TZVPD" fmax_ev_per_a=2.86 spin_multiplicity=2 orbital_gap_ha="0.3571 / 0.1491" charge=+1
C 0.84203 0.88107 -2.74406 0.24
O 2.13259 1.09596 -3.18122 0.13
C 1.01152 0.14134 -1.31783 -0.01
C 1.58472 1.07291 -0.25422 0.03
C 3.10075 1.04767 -0.01128 0.01
C 3.65500 -0.30105 0.46732 0.00
N 2.92586 -0.80975 1.63877 0.00
N -0.21694 -0.45282 -0.91918 0.62
H 0.29311 1.81406 -2.56929 -0.02
H 0.34940 0.24158 -3.47241 0.01
H 2.35055 2.03259 -3.27537 0.00
H 1.77644 -0.64681 -1.44847 0.01
H 1.35229 2.09649 -0.55941 -0.01
H 1.08983 0.83552 0.68772 -0.01
H 3.65188 1.48818 -0.84221 0.00
H 3.29345 1.77537 0.78034 0.01
H 4.72580 -0.35513 0.65261 0.00
H 3.46426 -1.06168 -0.30664 0.00
H 3.21589 -0.33908 2.48976 0.00
H 1.92368 -0.67312 1.62281 0.00
H -0.41172 -1.21643 -1.57531 0.01
H -0.99863 0.19628 -0.86655 -0.04
H -0.43157 -1.86031 2.32586 0.00
H 0.46959 -3.09932 2.57219 0.00
O 0.28779 -2.19408 2.87491 0.00
H -0.94654 -0.90965 4.63691 0.00
H -2.19517 -0.94759 3.87362 0.00
O -1.52891 -0.29989 4.16222 0.00
H 2.01822 -2.45557 0.86228 0.00
H 2.72543 -3.28273 1.82155 0.00
O 1.96172 -3.35120 1.23412 0.00
H -3.61220 2.00856 -2.34227 0.00
H -2.39392 1.77949 -3.14655 0.00
O -3.08708 2.42669 -3.03066 0.00
H -2.27326 -1.37516 1.33659 0.00
H -3.61068 -1.91348 1.26609 0.00
O -2.98007 -1.58403 1.94970 0.00
H -0.55679 3.26556 -0.71914 0.00
H -1.03982 2.81096 0.65037 0.00
O -0.63545 3.57270 0.18717 0.00
H -2.12418 0.81994 0.06568 0.00
H -3.65050 1.20226 0.17639 0.00
O -2.91968 1.01745 -0.41425 0.00
H -1.62196 1.14784 2.77395 0.00
H -1.72278 2.61541 2.28700 0.00
O -1.81206 1.70396 1.99070 0.00
H 1.07072 -2.75109 -2.89987 0.00
H 1.37988 -1.56873 -3.88596 0.00
O 0.69551 -2.15152 -3.56392 0.00
H -3.74741 -0.61636 -1.07195 0.00
H -4.89311 -1.50047 -0.47618 0.00
O -3.93745 -1.37279 -0.49241 0.00

Entry 6:
53
Properties=species:S:1:pos:R:3:mulliken_charge:R:1 method="wB97M-V/def2-TZVPD" smiles="CCC[C@H](N)C(N)=O.O.O.O.O.O.O.O.O.O.O.O" fmax_ev_per_a=3.76 orbital_gap_ha=0.3630 charge=0
C 1.67910 -2.91953 1.42450 -1.11
C 1.56521 -1.49021 2.09657 -0.76
C 0.58933 -0.40318 1.53286 1.60
C 1.25501 0.30246 0.27357 0.27
N 1.79256 1.68437 0.45361 -0.49
C 0.23270 0.20737 -0.84582 -0.70
N 0.05827 -0.89939 -1.63799 0.16
O -0.26708 1.32531 -1.08919 -0.49
H 2.47514 -3.48523 1.86400 0.37
H 0.79340 -3.50609 1.67209 0.36
H 1.51694 -2.98019 0.39045 0.12
H 2.52748 -1.08668 2.14854 0.56
H 1.23085 -1.85971 3.07835 0.36
H 0.55993 0.51991 2.14300 -1.32
H -0.48478 -0.66023 1.40274 0.23
H 2.13591 -0.34357 0.11752 0.32
H 1.32847 2.41230 -0.09771 0.22
H 2.79338 1.66815 0.24797 0.28
H -0.91497 -0.79380 -2.04951 0.08
H 0.55103 -1.77396 -1.57618 0.20
O 0.63410 -3.73547 -1.41299 -0.68
H 1.07981 -3.46026 -2.26645 0.31
H 0.23600 -4.59148 -1.60385 0.25
O -0.08364 2.37088 -3.83873 -0.69
H 0.08719 1.96156 -3.04324 0.32
H -1.01762 2.47576 -4.01792 0.32
O 0.87038 2.52299 3.24670 -0.66
H 0.62752 3.38193 2.94105 0.32
H 0.95849 2.01256 2.46584 0.20
O 3.30779 0.98897 -1.80949 -0.64
H 3.57050 1.77778 -2.28679 0.31
H 2.36207 0.92964 -1.92381 0.36
O -2.80750 0.30843 0.07762 -0.39
H -3.03761 0.15874 0.95983 0.19
H -2.48306 -0.52899 -0.32695 0.21
O -3.18052 -0.81011 2.67060 -0.69
H -2.95440 -1.76456 2.87297 0.27
H -2.78842 -0.14392 3.31578 0.37
O -1.28548 0.82537 3.72263 -0.57
H -0.46001 0.39640 3.92080 0.34
H -1.43065 1.67185 4.16795 0.28
O 3.32237 -1.89771 -2.11519 -0.62
H 3.51339 -1.83628 -1.14249 0.33
H 3.65939 -1.06619 -2.44829 0.30
O -1.85815 3.15450 -0.23934 -0.75
H -1.48130 2.81497 0.56525 0.29
H -1.38426 2.40968 -0.84169 0.49
O -3.81356 1.92022 -1.90772 -0.63
H -3.80340 2.60149 -1.20697 0.42
H -3.17210 1.43632 -1.39405 0.21
O -2.76974 -0.98431 -2.66566 -0.68
H -3.69920 -0.69163 -2.69733 0.31
H -2.13626 -0.52719 -3.28745 0.32